No. 1
Computed, not measured: a cluster of 2 separate species, C10H18ClNOS in total at a distorted geometry, with the ωB97M-V functional and the def2-TZVPD basis.

Computed properties:
HOMO level ... -7.5 eV
Strongest force on any atom ... 3.93 eV/A
Frontier orbital gap ... 0.285 Eh
Total energy ... -37551.9157 eV

Last column: Mulliken charge in e.
CARTESIAN COORDINATES (ANGSTROEM)
C  0.21089  -1.90355  -0.46167  -0.868
C  6.20860  -0.51553  0.24649  0.114
C  4.50909  0.99206  -0.43420  0.629
C  2.41950  -0.08074  0.33276  -0.210
C  4.15595  2.45997  -0.66637  -1.120
C  -5.27680  0.81623  0.29972  -0.849
C  0.05945  0.16636  1.64448  -0.910
C  3.40314  -0.03196  -0.81431  -0.632
C  -5.04984  -0.39222  -0.63810  -0.009
C  -4.06879  -0.34525  -1.49797  -0.761
N  5.63350  0.66290  0.06090  -0.419
O  6.66419  -1.23268  -0.61067  -0.540
S  0.76066  -0.06372  -0.05471  0.314
Cl  2.98838  -1.20827  1.58546  -0.199
H  -0.33936  -2.31477  0.44317  0.269
H  1.13998  -2.39387  -0.61545  0.327
H  6.41425  -0.56735  1.40204  0.268
H  4.23205  2.55996  -1.76898  0.315
H  4.99365  3.18775  -0.20680  0.284
H  3.23444  2.72019  -0.11682  0.267
H  -5.95284  1.46379  -0.22390  0.260
H  -5.53290  0.51126  1.34640  0.304
H  -4.19652  1.38532  0.47001  0.155
H  -0.08749  -0.68838  2.29401  0.381
H  0.98986  0.59328  2.20303  0.375
H  -0.85826  0.85298  1.44901  0.279
H  2.91931  0.24182  -1.77801  0.375
H  4.00238  -0.99195  -0.96214  0.379
H  -5.76950  -1.11042  -0.47154  0.411
H  -0.43603  -1.94083  -1.34264  0.319
H  -3.86770  -1.15941  -2.15839  0.273
H  -3.34021  0.46556  -1.56882  0.221



No. 2
Computed, not measured: an isolated molecule of C5H13NO2 at a distorted geometry, with the ωB97M-V functional and the def2-TZVPD basis.

Computed properties:
HOMO level ... -9.3 eV
Strongest force on any atom ... 2.46 eV/A
Frontier orbital gap ... 0.371 Eh
Total energy ... -10979.6572 eV
Relative energy (zero: lowest compared OMol25 entry of this formula, charge and spin) ... 214.4 kJ/mol

Last column: Mulliken charge in e.
CARTESIAN COORDINATES (ANGSTROEM)
C  1.22160  -2.58203  0.40608  -1.196
C  0.06913  -1.90370  -0.30908  -0.428
N  0.50328  -0.55189  -0.74166  -0.435
C  -0.21578  0.49628  0.04652  0.069
C  -1.60079  0.84437  -0.45783  -0.682
O  -2.48442  1.42202  0.49966  -0.529
C  0.66983  1.76614  0.01285  -0.660
O  0.57145  2.34836  1.33011  -0.523
H  1.05103  -3.62555  0.65375  0.373
H  1.57042  -2.03456  1.28319  0.270
H  2.07591  -2.39349  -0.25629  0.320
H  -0.24430  -2.46769  -1.20085  0.408
H  -0.88962  -1.84807  0.20353  0.347
H  0.24129  -0.38686  -1.71209  0.246
H  -0.10859  0.13864  1.06995  0.382
H  -2.11153  0.03541  -0.99517  0.371
H  -1.46640  1.56784  -1.28361  0.337
H  -1.88640  1.88018  1.10388  0.348
H  1.72015  1.55676  -0.21454  0.393
H  0.34691  2.52892  -0.71132  0.283
H  0.96684  3.20892  1.27291  0.306



No. 3
Computed, not measured: a cluster of 2 separate species, C3H12N2O in total at a distorted geometry, with the ωB97M-V functional and the def2-TZVPD basis.

Computed properties:
HOMO level ... -9.0 eV
Strongest force on any atom ... 2.60 eV/A
Frontier orbital gap ... 0.366 Eh
Total energy ... -8332.1463 eV
Relative energy (zero: lowest compared OMol25 entry of this formula, charge and spin) ... 113.4 kJ/mol

Last column: Mulliken charge in e.
CARTESIAN COORDINATES (ANGSTROEM)
C  1.72996  -2.06066  -1.98970  -1.019
C  1.25139  -1.14407  -0.87530  -0.264
O  1.25588  0.24382  -1.19929  -0.524
H  2.00208  -3.00105  -1.49610  0.286
H  0.99436  -2.27934  -2.77021  0.264
H  2.58488  -1.69224  -2.56890  0.343
H  1.79743  -1.20047  0.07650  0.319
H  0.29521  -1.53991  -0.50119  0.299
H  2.09080  0.44759  -1.60417  0.281
N  -0.78865  1.90261  1.85935  -0.685
C  -1.23310  0.49247  1.55260  0.117
N  -2.36355  0.57397  0.64872  -0.552
H  -0.63188  2.29305  0.93925  0.235
H  0.02303  1.90379  2.45803  0.220
H  -0.37614  -0.06221  1.09825  -0.101
H  -1.45300  0.16515  2.57591  0.319
H  -3.06934  -0.02820  1.04621  0.228
H  -2.68733  1.51819  0.51544  0.231



No. 4
Computed, not measured: an isolated molecule of C4H8ClF at a distorted geometry, with the ωB97M-V functional and the def2-TZVPD basis.

Computed properties:
HOMO level ... -10.2 eV
Strongest force on any atom ... 4.13 eV/A
Frontier orbital gap ... 0.402 Eh
Total energy ... -19514.2983 eV
Relative energy (zero: lowest compared OMol25 entry of this formula, charge and spin) ... 359.9 kJ/mol

Last column: Mulliken charge in e.
CARTESIAN COORDINATES (ANGSTROEM)
C  0.45577  -0.19267  1.44733  -1.012
C  -0.03295  0.33682  0.11610  0.810
C  -1.55354  0.19122  -0.40813  -0.940
Cl  0.51876  2.02686  -0.01579  -0.196
C  0.79573  -0.29595  -0.92509  -0.895
F  2.11726  0.08493  -0.34279  -0.320
H  -0.28594  0.02370  2.30375  0.293
H  0.67425  -1.30607  0.85609  0.269
H  1.63589  0.02638  1.54442  0.338
H  -2.20512  1.07551  0.05842  0.304
H  -1.86425  -0.89602  0.11298  0.263
H  -1.59485  0.01478  -1.64624  0.269
H  0.74596  0.27600  -1.91150  0.423
H  0.59303  -1.36548  -1.18954  0.394



No. 5
Computed, not measured: an isolated molecule of C5H7NO3 at a distorted geometry, with the ωB97M-V functional and the def2-TZVPD basis.

Computed properties:
HOMO level (spin up / spin down) ... -7.7 / -7.7 eV
Strongest force on any atom ... 1.64 eV/A
Frontier orbital gap (spin up / spin down) ... 0.279 / 0.279 Eh
Total energy ... -12926.9997 eV
Relative energy (zero: lowest compared OMol25 entry of this formula, charge and spin) ... 500.2 kJ/mol

Last column: Mulliken charge in e.
CARTESIAN COORDINATES (ANGSTROEM)
C  1.58480  -1.20427  -0.81189  -0.812
N  1.17401  -0.17332  0.15983  -0.164
C  -1.47923  -0.08337  -0.21539  0.449
C  0.44592  -0.45163  1.49279  0.087
C  -0.34342  0.66009  0.41682  0.712
C  -0.33886  2.01342  0.40068  -1.089
O  -2.66466  0.50346  0.03856  -0.458
O  -1.37160  -1.10538  -0.84526  -0.543
O  0.24936  -1.56695  1.85624  -0.422
H  -3.34120  0.01025  -0.45194  0.358
H  1.78373  0.63668  0.17780  0.388
H  2.65678  -1.37888  -0.70678  0.334
H  1.03448  -2.11397  -0.59027  0.272
H  1.35815  -0.88221  -1.82741  0.303
H  -1.21554  2.54831  0.07105  0.283
H  0.46729  2.58780  0.83517  0.303



No. 6
Computed, not measured: a structure of composition C38H36ClI2N4PPb, with the ωB97M-V functional and the def2-TZVPD basis.

Computed properties:
HOMO level ... -6.3 eV
Strongest force on any atom ... 0.42 eV/A
Frontier orbital gap ... 0.247 Eh
Total energy ... -89209.1123 eV

Last column: Mulliken charge in e.
CARTESIAN COORDINATES (ANGSTROEM)
Pb  -1.23725  -0.79914  2.01825  0.984
C  0.65952  2.38521  1.53533  -0.539
C  1.76658  1.88359  0.62878  -1.073
C  1.44967  1.80121  -0.82697  -0.117
C  2.36446  2.01407  -1.76615  -1.102
C  2.10524  1.68226  -3.19771  -0.332
C  0.14667  1.35709  -4.18585  -1.118
C  -0.89761  1.15974  -3.05725  -0.078
N  0.17346  1.29553  -1.21414  1.429
N  0.41199  1.48040  2.66009  1.265
C  -0.48571  2.11967  3.62520  -1.389
C  -1.97671  1.99712  3.42574  0.668
C  -2.72020  3.07788  3.78816  -0.930
C  -4.08774  2.84068  4.17962  -0.398
C  -4.62230  1.61572  4.11479  -0.951
C  -3.90165  0.47638  3.42665  -0.143
N  -2.46805  0.75367  3.19369  -0.010
C  1.68150  1.16435  3.32269  -1.841
C  1.91005  -0.27542  3.72535  0.781
C  2.84236  -0.55941  4.71896  -1.123
C  3.12813  -1.87908  5.01169  -0.314
C  2.47287  -2.87996  4.30863  -0.968
C  1.53819  -2.50767  3.36293  -0.217
N  1.26191  -1.23070  3.07255  0.496
H  0.94636  3.36316  1.94363  0.219
H  -0.26683  2.54714  0.97606  0.135
H  2.64351  2.52264  0.72547  0.308
H  2.07472  0.87757  0.94605  0.593
H  3.35343  2.36559  -1.48178  0.380
H  3.05129  1.58045  -3.72549  0.534
H  -0.20371  1.13508  -5.19099  0.485
H  -1.89236  0.84216  -3.35061  0.715
H  -0.31242  1.63912  4.59244  0.600
H  -0.22651  3.17879  3.73413  0.284
H  -2.24690  4.02891  3.98944  0.364
H  -4.65158  3.65228  4.62854  0.393
H  -5.60583  1.40354  4.52062  0.444
H  -3.98496  -0.44195  4.01661  0.211
H  2.51858  1.43932  2.67604  0.666
H  1.80069  1.78206  4.21850  0.446
H  3.32980  0.25020  5.25018  0.452
H  3.84969  -2.12539  5.78071  0.406
H  2.66258  -3.92681  4.50266  0.415
H  0.97210  -3.25425  2.81943  0.468
I  -2.63866  2.42179  -0.81505  0.108
C  -4.71989  0.25392  2.14647  -0.760
I  -4.23064  -1.58661  1.11023  -0.057
H  -4.57424  1.05471  1.42798  0.157
H  -5.77590  0.13693  2.37348  0.549
C  -2.02627  -2.87723  -5.79747  -0.494
C  -2.83456  -2.25474  -4.85847  -0.608
C  -2.30398  -1.87022  -3.63361  -0.429
C  -0.95741  -2.08229  -3.33565  0.287
C  -0.15612  -2.71519  -4.28653  -0.366
C  -0.68840  -3.11262  -5.50679  -0.718
P  -0.38195  -1.44417  -1.70360  0.094
C  1.17769  -2.37225  -1.44586  0.703
C  1.04221  -3.75649  -1.28667  -0.646
C  2.13638  -4.55429  -0.99850  -0.704
C  3.39473  -3.98287  -0.84587  -0.546
C  3.54257  -2.61298  -0.99335  -0.753
C  2.44175  -1.81350  -1.29245  -0.132
C  0.10792  0.25168  -2.28536  -0.308
C  1.15296  0.45977  -3.42373  -0.279
C  1.08343  2.58560  -4.02681  -0.113
C  0.51763  3.75211  -3.29919  -1.020
C  -0.32269  3.57121  -2.28934  -0.402
C  -0.76555  2.18420  -1.92791  -0.318
H  -2.43660  -3.18576  -6.75120  0.388
H  -3.88149  -2.07788  -5.07390  0.421
H  -2.94444  -1.40810  -2.89015  0.468
H  0.88798  -2.90894  -4.07254  0.325
H  -0.05491  -3.60877  -6.23274  0.414
H  0.06390  -4.21353  -1.40268  0.447
H  2.00729  -5.62400  -0.88457  0.420
H  4.25228  -4.60292  -0.61491  0.395
H  4.51865  -2.15602  -0.87970  0.423
H  2.58758  -0.74707  -1.41400  0.188
H  1.58427  -0.43852  -3.85533  0.636
H  1.51995  2.88583  -4.97677  0.514
H  0.84995  4.75154  -3.56008  0.373
H  -0.69170  4.40491  -1.70723  0.404
Cl  -1.81076  -2.54006  3.86718  -0.562